# 1
{"formula": "CCl4OS", "method": "ωB97M-V/def2-TZVPD", "total_charge": 0, "homo_ev": [-9.29, -9.68], "e_lumo_ev": [-1.7979, -1.4687], "relative_energy_ev": 2.458, "species": ["C", "O", "S", "Cl", "Cl", "Cl", "Cl"], "coordinates": [[0.84150, -0.83041, 0.17905], [-2.62661, 0.75629, -1.00078], [-1.71204, 0.86537, 0.11977], [0.60029, -2.52896, 0.59312], [1.37272, -0.56552, -1.34413], [1.70609, -0.13873, 1.60000], [-0.18195, 2.44197, -0.14704]], "forces_ev_per_a": [[0.33, -1.26, 3.15], [0.20, 0.16, -0.19], [1.22, 0.85, 0.26], [-0.49, 0.43, -0.49], [0.58, 0.63, -1.41], [-0.57, 0.25, -1.32], [-1.27, -1.06, 0.00]]}


# 2
{"formula": "C14H26F9O2S", "method": "ωB97M-V/def2-TZVPD", "total_charge": 1, "homo_ev": -11.29, "e_lumo_ev": -4.3598, "species": ["F", "C", "F", "F", "C", "F", "F", "C", "F", "F", "C", "F", "F", "C", "C", "S", "H", "H", "H", "H", "H", "H", "C", "C", "O", "C", "C", "H", "H", "H", "H", "H", "H", "H", "H", "H", "H", "C", "C", "O", "C", "C", "H", "H", "H", "H", "H", "H", "H", "H", "H", "H"], "coordinates": [[-0.20963, -0.60508, -0.65032], [-0.47937, -1.59299, 0.15488], [-1.72776, -1.53660, 0.47136], [-0.23742, -2.71536, -0.49194], [0.45428, -1.43504, 1.38354], [0.43644, -0.17129, 1.69657], [1.70016, -1.73202, 0.99573], [0.04342, -2.19840, 2.66086], [0.94200, -1.91676, 3.58385], [-1.08730, -1.72610, 3.08669], [-0.11567, -3.72210, 2.51938], [-1.19953, -4.01193, 1.84884], [-0.28509, -4.19758, 3.74425], [1.03717, -4.46103, 1.87471], [2.39145, -4.21643, 2.55715], [3.70160, -4.91062, 1.44872], [0.80958, -5.51613, 1.97908], [1.09304, -4.28204, 0.80943], [2.64757, -3.17836, 2.69527], [2.47433, -4.79431, 3.46517], [4.72834, -4.04254, 1.59105], [3.25447, -4.65564, 0.19798], [-2.52794, -0.75079, -2.91149], [-1.70538, -0.78624, -4.18947], [-2.36258, -0.23670, -5.31033], [-2.73042, 1.12928, -5.21160], [-1.55437, 2.06982, -5.01251], [-3.49745, -1.22608, -3.06700], [-2.00755, -1.27281, -2.11645], [-2.71264, 0.27112, -2.57590], [-1.49417, -1.82462, -4.45026], [-0.73417, -0.29884, -4.03744], [-3.47737, 1.26734, -4.42193], [-3.22588, 1.36657, -6.15269], [-1.06414, 1.91016, -4.04996], [-1.89147, 3.10603, -5.04418], [-0.80722, 1.91922, -5.79288], [-0.63203, 3.23942, 0.85164], [0.36571, 4.35218, 0.57529], [0.49839, 5.27792, 1.63474], [0.94604, 4.75335, 2.87060], [2.32300, 4.11399, 2.80482], [-1.60101, 3.65493, 1.13100], [-0.75888, 2.61632, -0.03548], [-0.30249, 2.59427, 1.66864], [0.02675, 4.93148, -0.28376], [1.34380, 3.93686, 0.30444], [0.20962, 4.05019, 3.27682], [0.97598, 5.60142, 3.55452], [2.32583, 3.21960, 2.17796], [2.65022, 3.82102, 3.80320], [3.04972, 4.81194, 2.38740]], "forces_ev_per_a": [[0.52, 1.17, -0.97], [0.90, 0.26, 0.19], [-1.70, -0.09, 0.73], [0.32, -1.31, -0.36], [-1.12, -0.52, -0.31], [-0.02, 1.82, 0.62], [0.96, -0.72, -0.12], [0.18, -0.67, -1.28], [1.60, -0.01, 1.01], [-2.00, 0.79, 0.40], [1.51, 0.01, -0.04], [-1.55, -0.01, -1.22], [0.06, -0.41, 1.56], [0.91, -0.52, 0.09], [-0.05, 0.06, -0.89], [0.04, -0.94, 0.57], [-0.27, -0.24, 0.05], [-0.20, 0.45, -0.20], [-0.03, 0.19, 0.15], [0.18, -0.01, 0.31], [-0.29, 0.18, -0.36], [0.19, 0.56, 0.19], [-0.21, 0.21, -0.17], [0.07, -0.03, 0.09], [-0.04, -0.11, -0.12], [-0.02, 0.13, 0.01], [0.09, -0.10, 0.10], [0.03, -0.04, -0.01], [0.01, -0.11, 0.01], [0.05, -0.01, 0.05], [-0.04, 0.03, -0.11], [-0.01, 0.03, 0.06], [0.04, 0.02, 0.04], [0.01, -0.11, -0.02], [-0.03, 0.05, 0.02], [-0.01, -0.01, -0.02], [-0.04, 0.03, -0.04], [0.02, -0.05, 0.16], [0.00, -0.09, -0.09], [-0.04, 0.15, -0.02], [0.03, -0.03, 0.08], [-0.01, -0.09, -0.13], [0.00, 0.01, -0.05], [0.00, 0.03, -0.02], [0.02, -0.03, -0.03], [0.02, 0.10, 0.07], [-0.01, -0.06, 0.02], [0.03, -0.05, -0.01], [-0.05, 0.05, -0.08], [-0.01, -0.03, 0.04], [-0.01, 0.03, 0.01], [0.00, 0.03, 0.04]]}


Number 1: total energy -64006.542 eV. Number 2: total energy -54318.188 eV.